An isolated ion of composition C9H15Br2N2 and charge +1 at a distorted geometry, computed with ωB97M-V/def2-TZVPD.

Output
**Kohn-Sham gap**: 0.3158 Eh
**Charge**: +1
**Strongest force on any atom**: 4.8 eV/Å
**Highest occupied orbital energy**: -12.36 eV
**Total energy**: -152631.4926 eV
**ΔE to the lowest compared entry with this formula, charge and spin**: 76.55 kcal per mole

Structure (XYZ):
```
28
Properties=species:S:1:pos:R:3:forces:R:3
C -0.258864 0.641205 -0.017620 -4.17 -2.00 -1.20
H 1.111879 1.820465 0.968495 0.35 -0.37 0.26
H 2.518650 -1.158966 -0.027474 -0.27 0.23 -0.36
C -1.504440 1.361324 -2.101214 0.46 -2.06 3.07
H 2.240184 -0.588142 -1.683349 -0.40 0.04 0.44
H 2.260356 0.520489 -0.347444 0.27 0.91 0.23
H -3.689984 -1.673926 0.241114 0.32 0.43 -0.02
C -2.900376 -0.116938 -0.687089 0.16 -0.41 0.02
Br -3.587326 0.178473 -3.462088 -0.67 -0.11 -0.49
Br -2.615717 2.389429 0.852462 -0.42 -0.01 0.23
C 1.927100 -0.450159 -0.633498 -0.42 -1.56 -0.12
H -0.143918 -2.816438 0.577449 1.01 1.68 0.37
H -0.722634 -1.429244 1.455586 0.15 0.09 0.56
C -0.281401 1.544190 -1.190622 0.41 1.44 0.51
H -0.374276 1.786220 1.625096 -0.57 0.77 0.01
C -2.286325 0.553929 0.493653 3.62 0.47 -1.91
H -0.083414 -1.243171 -1.294036 0.62 1.71 1.83
N 0.319307 1.203499 1.163236 0.08 0.50 1.34
C -2.580053 0.560300 -1.970773 1.38 0.57 0.80
C 0.381523 -0.680187 -0.366817 -0.05 -3.44 0.68
C 0.167206 -1.762715 0.930503 0.60 0.16 -2.14
H 1.119670 -1.785296 1.548533 -1.40 -0.15 -0.53
N -3.490674 -1.242972 -0.665692 -0.08 0.49 -0.24
H -2.287810 -0.029107 1.356286 -0.31 -0.74 1.52
H -1.312274 1.737463 -3.000359 0.44 1.65 -3.75
H 0.486844 0.468494 1.854565 0.75 -0.07 -0.11
H 0.734720 1.387542 -1.663468 -1.39 0.18 -0.43
H -0.186136 2.590929 -0.802804 -0.49 -0.39 -0.58
```
Forces are in eV/Å.

C18H38OP2Re as an isolated structure at a distorted geometry, computed with ωB97M-V/def2-TZVPD.

Output
**Kohn-Sham gap (alpha / beta)**: 0.2159 / 0.2385 Eh
**<S²>**: 3.782
**Charge**: +2
**Multiplicity**: 4
**Strongest force on any atom**: 8.8 eV/Å
**Highest occupied orbital energy (alpha / beta)**: -14.27 / -15.44 eV
**Total energy**: -42012.8791 eV
**ΔE to the lowest compared entry with this formula, charge and spin**: 83.67 kcal per mole

Structure (XYZ):
```
60
Properties=species:S:1:pos:R:3:forces:R:3
H -3.692865 -1.248079 0.899346 0.30 0.01 0.05
H 1.922864 -0.496698 -2.809074 -0.26 -0.17 -0.36
H 0.830774 0.164157 5.037244 -0.18 0.00 -0.27
C 3.979405 0.972979 0.186379 -0.86 -0.58 0.54
P -2.786576 0.414863 -0.902271 -5.24 1.62 -3.98
H 0.055880 2.734944 -1.898330 0.22 0.05 -0.02
H 1.619378 1.826699 -1.960878 -0.04 0.30 -0.01
H -4.634010 0.890012 0.569897 -0.02 0.44 -0.06
H 0.640606 1.990098 -3.405099 -0.19 -0.14 0.28
C 2.210074 -1.415480 -0.631855 0.48 1.53 0.74
C -4.140448 1.441509 -0.239159 0.01 -0.41 0.53
H -1.068675 1.192988 -4.050686 0.04 -0.36 0.22
H -2.379012 2.374235 -2.367955 -0.08 -0.23 -0.31
H 1.056593 -2.281796 4.654417 -0.21 0.11 -0.13
C 3.605588 -1.509908 0.097626 0.13 -0.72 0.03
H -3.601113 1.251259 -3.083536 0.31 0.23 0.30
H 3.432295 -1.717244 1.165698 0.29 -0.01 -0.36
C 0.289305 -2.196678 3.874937 -0.15 -0.42 -0.10
H 0.770004 -0.144383 -4.083564 -0.31 -0.12 0.36
P -0.215885 0.238053 -1.896193 0.54 1.87 -6.92
H -2.268472 -2.178930 1.417042 -0.18 0.18 0.10
H 0.630177 -1.683039 -3.179002 0.10 0.02 -0.09
H 0.052639 1.187736 3.814408 -0.06 0.19 0.02
H 0.865745 -2.695739 0.507893 0.18 0.32 0.01
H -4.096811 -1.662744 -1.051381 0.09 -0.12 -0.24
C 0.239865 1.558712 0.284053 -0.76 -0.67 1.72
H 3.063169 1.381872 2.083661 -0.19 0.03 -0.51
C 2.719759 1.089079 1.070196 0.47 -0.45 -0.30
H 2.129224 -0.359691 -0.931759 0.32 -0.57 -0.49
C -1.532022 0.580916 -3.269387 0.26 -0.30 0.39
H -4.859898 1.653411 -1.045720 0.30 -0.16 0.29
C 0.589759 1.877268 -2.318579 0.34 0.03 0.84
H 1.408335 2.699841 1.522832 -0.17 0.29 -0.37
C 0.939959 -1.745154 -0.048752 -1.38 -0.73 0.28
H -4.298614 -0.640513 -2.500937 0.22 -0.18 0.19
H -0.531232 2.324064 0.540240 0.59 0.03 -0.79
C -3.575980 -1.037626 -1.776786 -0.09 0.00 0.69
H 2.281458 0.096413 1.210382 0.07 0.30 0.09
O -0.344286 -0.751257 2.025534 -0.11 0.45 -1.45
H 5.403219 -0.409344 -0.619376 -0.43 0.29 0.06
C 1.604085 2.066410 0.639676 -0.02 -0.30 0.34
C 4.432355 -0.247495 -0.138236 -0.25 0.28 -0.08
H -0.697771 -2.261063 4.351869 0.24 -0.15 -0.19
H 1.999931 2.745384 -0.144924 -0.53 0.05 0.41
C 0.084578 0.184089 4.230889 -0.16 0.26 0.06
H -3.719770 2.392053 0.123828 -0.21 -0.33 0.01
H 2.256438 -2.093210 -1.509349 -0.24 0.11 0.09
H -2.722395 -0.640513 2.249861 0.24 -0.15 -0.44
C 0.439465 -0.851098 3.181053 1.12 -0.02 0.91
C -2.669993 -1.164298 1.284252 -0.93 -0.26 -0.59
H 0.434560 -3.038501 3.200766 -0.09 -0.09 -0.09
H 1.500987 -0.728462 2.914473 -0.13 0.02 -0.06
C -2.631481 1.321840 -2.570752 0.16 -0.05 1.19
H 4.483736 1.910509 -0.050023 0.19 -0.37 0.05
H 4.133682 -2.363129 -0.354256 -0.08 0.25 0.52
H -2.799093 -1.621731 -2.291232 -0.38 0.10 0.22
H -0.883411 -0.074664 4.673754 0.08 0.28 -0.10
Re -1.001616 -0.305303 0.141473 6.11 -1.19 6.27
C 0.878499 -0.623105 -3.102978 0.62 -0.69 0.30
H -1.832962 -0.374521 -3.721650 -0.08 0.33 0.21
```
Forces are in eV/Å.

One molecule with the formula C21H27N3O2, computed with ωB97M-V/def2-TZVPD.

Output
**Kohn-Sham gap**: 0.3225 Eh
**Charge**: 0
**Strongest force on any atom**: 0.7 eV/Å
**Highest occupied orbital energy**: -8.03 eV
**Total energy**: -30781.1782 eV
**ΔE to the lowest compared entry with this formula, charge and spin**: 31.87 kcal per mole

Structure (XYZ):
```
53
Properties=species:S:1:pos:R:3:forces:R:3
C 1.017283 -1.729523 -0.633498 -0.39 0.10 0.09
H -0.218094 -2.660600 5.366430 0.04 -0.11 0.03
H -2.283079 -1.540314 6.072818 -0.08 -0.03 0.07
O 3.227260 -0.318783 1.832956 0.18 0.40 0.24
C -1.620823 -1.047356 5.375152 -0.11 0.12 0.01
H 1.585626 1.459700 -0.180410 0.03 0.05 -0.04
H 3.683744 0.204180 -0.284155 -0.08 -0.05 -0.14
C -0.971142 3.478315 -3.053025 -0.07 0.10 -0.05
C 0.018412 -0.607398 -0.934732 -0.10 -0.35 0.07
H -0.850934 -1.008285 -1.454940 0.06 0.03 0.07
H 0.574650 3.084983 -1.649617 0.08 0.00 0.08
C -1.078036 0.822581 3.994267 0.05 -0.05 0.00
H 1.344974 -2.182508 -1.575679 -0.10 -0.03 0.08
C 0.000723 -0.787345 -5.722926 -0.17 -0.04 0.40
C 0.413187 -1.065220 4.088949 -0.02 -0.15 0.09
N 2.188981 -1.189505 0.018482 0.15 0.03 -0.19
H 2.548341 -1.131887 3.844565 -0.10 -0.19 0.02
H 0.802258 -0.979398 -3.727098 -0.14 -0.10 -0.02
C -0.190695 1.258999 -2.472252 -0.14 -0.03 -0.16
H 0.832234 -1.305232 -6.193213 0.11 -0.03 -0.07
O -1.236884 -0.630252 -3.618344 -0.23 0.48 0.27
N 1.667260 -1.914901 2.175391 -0.24 -0.25 0.03
H -2.582563 3.590380 -4.462440 -0.06 0.05 -0.05
H -3.891808 0.987521 4.455683 -0.10 0.03 0.00
C -1.976298 1.574438 -4.079493 0.04 -0.17 0.08
H 0.173871 0.285360 -5.780906 0.05 0.07 -0.07
H -2.998597 1.904844 5.662631 -0.06 0.07 0.05
H 3.139405 -0.663304 -1.748001 -0.03 0.06 0.01
C 2.816945 -0.185950 -0.817905 0.17 0.41 0.13
H -1.317795 1.803618 3.608817 -0.01 0.11 -0.04
C -3.213521 0.899492 5.304265 0.00 0.01 -0.05
H -0.315521 -0.161211 0.019182 0.00 -0.04 -0.04
N 0.659292 0.395449 -1.768698 0.15 -0.09 0.00
C 1.834457 0.948894 -1.124929 0.26 -0.17 -0.08
H -0.897454 4.547530 -2.920296 0.01 0.08 0.02
H 0.765275 0.686144 2.917247 0.08 0.08 -0.10
H 0.540227 -2.508450 -0.040071 0.03 -0.01 -0.06
H 0.881123 -2.418499 1.802437 0.09 0.09 -0.07
H 1.783327 -2.724235 4.090370 0.02 0.14 0.03
C -1.949856 0.209478 4.888817 -0.01 -0.09 0.08
C 0.087482 0.196056 3.601484 -0.01 0.02 0.02
H -3.718206 0.347526 6.092970 -0.07 0.01 0.05
C -0.129055 2.645688 -2.338958 0.04 -0.09 0.09
C 1.671848 -1.744858 3.614790 0.12 0.08 0.07
C -0.121131 -1.222246 -4.266220 0.43 -0.20 -0.44
H 2.309554 1.660433 -1.802184 -0.02 0.03 0.06
H -2.685949 1.129763 -4.760556 -0.05 -0.08 -0.07
C 2.384552 -1.071138 1.376934 0.06 -0.41 -0.20
C -0.455752 -1.680662 4.976532 0.19 0.03 -0.09
C -1.912823 2.946447 -3.913595 0.02 0.07 0.00
C -1.119330 0.731392 -3.390568 -0.09 -0.03 -0.08
H -0.913535 -1.021569 -6.262790 -0.07 -0.02 -0.09
H -0.303410 -2.298581 -4.203669 0.08 0.09 0.02
```
Forces are in eV/Å.

C12H9N4O2PdSTe4 as an isolated structure, computed with ωB97M-V/def2-TZVPD.

Output
**Kohn-Sham gap (alpha / beta)**: 0.1763 / 0.1678 Eh
**<S²>**: 2.028
**Charge**: -1
**Multiplicity**: 3
**Strongest force on any atom**: 0.9 eV/Å
**Highest occupied orbital energy (alpha / beta)**: -2.76 / -3.85 eV
**Total energy**: -66133.6763 eV

Structure (XYZ):
```
33
Properties=species:S:1:pos:R:3:forces:R:3
H -3.897096 1.941578 0.566869 0.03 0.00 0.01
Te -0.019419 5.063171 1.523512 -0.37 0.82 0.09
C 2.922128 -2.961761 -0.455968 0.13 -0.30 -0.10
H 0.872239 -3.353764 -0.018918 0.07 -0.09 -0.04
H 4.358909 0.092527 -0.174493 -0.01 0.00 -0.01
C -3.118731 -1.685192 -0.484352 0.15 -0.05 0.06
N 2.979236 3.008680 -0.295552 -0.43 -0.35 0.09
N 2.418034 -0.331054 0.256253 0.04 -0.14 -0.18
C 0.164037 -0.745063 0.726385 -0.27 -0.27 -0.08
O 4.086839 2.503195 -0.433815 0.07 0.05 -0.03
C -2.215303 -0.981660 0.306907 0.22 0.02 0.08
Te -1.263226 4.414766 -0.765940 -0.04 -0.02 0.07
C -4.312518 -1.098061 -0.859902 -0.22 0.23 -0.02
Pd 1.498389 1.792457 0.379097 0.56 0.06 -0.18
H 3.136422 -3.987338 -0.736629 -0.05 0.00 0.01
C -3.698783 0.914005 0.284276 0.16 0.21 0.17
N -0.999118 -1.539645 0.741501 -0.09 -0.10 -0.03
C 1.661949 -2.614528 -0.063933 -0.19 0.20 0.11
C 3.946754 -2.003251 -0.501242 0.01 0.04 0.02
H 4.949956 -2.249050 -0.816712 0.00 -0.03 -0.01
Te -0.041183 2.316698 -1.772357 0.11 -0.13 -0.12
H -5.533908 0.678841 -0.792065 -0.02 -0.01 -0.01
C -2.512620 0.319822 0.701677 -0.36 0.00 -0.20
H -2.882656 -2.693011 -0.807923 0.03 0.00 0.02
S -1.366594 1.110574 1.756917 0.15 -0.02 0.04
C 3.625603 -0.705937 -0.137912 -0.08 0.13 0.06
N 0.071167 0.539671 1.062919 -0.20 0.18 0.19
H -5.007801 -1.658955 -1.472013 -0.01 0.02 0.00
O 2.762208 4.183326 -0.542578 0.11 -0.05 -0.01
C 1.400044 -1.266331 0.306207 0.30 0.32 -0.01
C -4.610178 0.211415 -0.479730 0.03 -0.40 -0.12
H -0.850344 -2.474577 0.397931 0.03 0.02 0.02
Te 1.475569 3.258453 2.601589 0.14 -0.33 0.13
```
Forces are in eV/Å.

C39H47CsN7O2SSi as an isolated structure at a distorted geometry, computed with ωB97M-V/def2-TZVPD.

Output
**Kohn-Sham gap**: 0.1714 Eh
**Charge**: -1
**Strongest force on any atom**: 4.8 eV/Å
**Highest occupied orbital energy**: -2.75 eV
**Total energy**: -74990.8095 eV
**ΔE to the lowest compared entry with this formula, charge and spin**: 18.13 kcal per mole

Structure (XYZ):
```
98
Properties=species:S:1:pos:R:3:forces:R:3
H -0.566134 -1.204238 3.938442 -0.11 -0.05 0.04
C -4.323709 5.355562 2.842528 -0.08 0.28 0.11
N 4.426728 0.144416 1.015665 0.07 0.01 -0.47
C 4.588754 0.489961 2.280358 0.77 0.10 0.28
H -4.250865 5.848679 4.928684 -0.07 0.01 0.05
C -2.677150 3.950622 -2.921884 0.00 0.13 -0.19
H -0.141527 3.209460 0.683426 0.02 0.31 -0.11
H 2.174690 -2.121865 -3.832217 -0.07 -0.09 -0.05
H -2.630856 -1.883128 2.299522 0.10 -0.03 -0.03
H 3.330594 -3.766412 -0.731984 -0.02 -0.01 0.02
C 3.369717 1.434880 4.253123 0.09 -0.07 -0.22
C -3.966214 3.675591 -3.343563 -0.01 0.08 -0.07
H 4.195954 2.097147 4.461810 0.06 0.04 0.02
N -0.242029 0.935534 -3.879192 -0.59 0.42 -1.57
O 0.875020 1.429335 -3.571574 -0.07 -0.31 -1.75
H 3.862387 -5.432406 -1.082271 0.03 0.02 0.01
H 1.126034 -4.019490 -4.304349 -0.04 -0.09 0.13
H -3.068940 3.770829 5.541437 0.03 -0.05 0.05
H 2.849634 -4.333334 -3.053834 -0.11 -0.01 -0.01
C -0.584651 2.254394 0.955061 -1.57 0.34 0.25
H 2.304825 -5.145897 -0.281161 0.10 0.03 -0.01
C 5.934601 -0.778111 -3.432746 -0.29 -0.11 -0.16
C 0.968945 -4.743690 -2.419995 0.15 -0.41 -0.26
H 2.225267 2.047188 5.960261 -0.02 0.01 -0.02
O -0.502102 -0.200324 -3.405058 -0.04 -0.17 -1.77
C -3.323012 3.959796 4.505715 0.02 0.01 0.18
H -3.501331 -1.735229 -2.433645 0.07 -0.03 -0.03
H 7.646829 0.204907 0.043976 0.05 -0.05 -0.02
H -1.487620 -0.742754 -1.248540 -0.77 -0.39 -0.06
C -2.249655 3.518588 -1.678965 0.23 0.09 -0.03
H -5.824374 2.745734 -2.830957 -0.01 -0.02 0.03
Si -2.403235 2.185005 0.856836 1.07 0.15 0.57
C 3.707122 -1.173090 -2.674674 0.12 -0.31 -0.56
C -2.747898 -1.955392 1.214850 -0.07 -0.17 0.09
C 4.643078 -1.198713 -3.711048 0.30 0.18 0.21
C -4.811260 2.961562 -2.510919 -0.20 -0.05 -0.09
H -4.205645 0.416449 1.023827 -0.19 0.06 -0.01
H 0.313350 0.548331 5.379081 -0.05 0.01 0.00
N 0.490594 -4.468232 -3.658125 0.39 0.25 -0.09
H -0.383273 -0.490467 2.326678 -0.14 0.03 -0.16
N 2.352845 -0.171027 2.824649 0.31 -0.19 -0.40
H -0.139338 1.917715 1.886392 0.02 -0.22 0.27
H 7.242990 0.001498 -1.944587 0.04 0.02 0.05
C 2.290508 -1.549747 -2.915295 -0.10 0.32 -0.03
H 6.691153 -0.779554 -4.206827 0.02 0.03 -0.01
C 5.854256 0.718281 2.843399 -0.05 -0.06 -0.40
H -1.249751 3.768777 -1.357664 0.22 -0.04 0.06
H -1.502604 -4.856539 -3.254695 0.07 0.11 -0.13
C 6.245242 -0.349374 -2.157207 -0.18 0.07 0.49
H -2.418415 2.168602 3.792259 0.17 -0.11 0.08
H -4.210525 -3.525825 1.070741 -0.05 -0.06 0.07
C 6.791823 0.284004 0.696360 -0.47 -0.12 -0.39
C 0.135508 -1.013134 3.130114 -0.02 0.03 0.06
H 0.506643 -1.950538 2.726311 -0.01 -0.11 -0.04
H -1.131164 -4.481660 -4.951779 0.01 0.03 0.00
H -4.895259 -1.973300 1.554081 0.02 -0.08 0.06
H -4.312871 4.022932 -4.308796 0.01 -0.03 -0.03
H -2.648260 -2.826434 -1.341569 0.06 -0.03 -0.06
H -5.143052 -1.234313 -0.622093 -0.02 -0.02 -0.03
C 3.000234 -4.766933 -1.026429 0.17 -0.05 0.27
H -2.976453 0.190570 -1.195700 0.04 0.05 -0.03
Cs 0.350836 0.721305 -1.266909 1.80 0.10 4.47
H -5.123461 -2.959459 -0.996666 -0.06 0.10 0.01
C 1.196669 0.592254 4.758276 0.18 0.11 -0.06
H -3.046443 0.313891 2.321291 0.03 0.08 0.17
H -2.001668 4.497544 -3.566420 0.03 0.02 -0.01
C 6.965694 0.617264 2.022638 -0.17 0.06 0.29
C 5.490854 0.037274 0.216768 0.64 0.40 1.38
C -2.961597 3.062909 3.519718 -0.10 -0.13 0.03
C -3.264466 -1.925357 -1.385212 -0.19 0.17 0.10
C -0.911259 -4.222786 -3.915912 -0.34 0.07 -0.04
H -1.177166 -3.173451 -3.740622 0.02 -0.12 0.01
C 5.248847 -0.371390 -1.167439 -0.15 -0.37 -1.39
N -2.415863 -0.673150 0.628864 -0.02 -0.11 0.05
C -3.257584 3.286236 2.176380 -0.06 -0.12 -0.37
N 2.320203 -4.741091 -2.297107 0.02 0.24 -0.44
C 1.276877 -0.171744 3.593626 -0.26 0.07 0.24
N 4.011654 -0.788786 -1.450095 0.26 0.20 0.50
H -2.013022 -2.683573 0.855627 -0.04 -0.05 0.07
H -5.039650 1.952233 -0.650763 -0.04 -0.05 0.07
C -3.996943 5.122466 4.167488 -0.08 0.16 0.03
C -3.125534 0.439516 1.239115 0.10 0.34 -0.13
C -3.948937 4.452510 1.864214 -0.12 -0.17 -0.15
H -4.864275 6.253806 2.571399 -0.01 0.07 -0.02
H 7.956531 0.786438 2.426441 0.00 0.00 -0.04
H 1.714233 -0.630858 -3.038656 0.06 -0.20 -0.33
C -2.498904 -0.719377 -0.830731 0.28 -0.32 -0.32
S -0.022144 -5.207476 -1.178991 -0.51 -0.03 0.61
H -4.196937 4.651689 0.829541 -0.03 0.08 -0.09
H 5.964832 0.948363 3.891393 -0.03 0.00 0.06
C -4.171087 -2.450234 0.889188 0.09 0.13 0.02
H 1.872430 -2.066226 -2.055958 -0.02 -0.18 0.01
C 2.259824 1.417840 5.079305 -0.11 -0.07 -0.02
C -3.069480 2.782906 -0.832974 0.13 -0.12 0.45
C -4.533772 -2.142063 -0.571643 0.02 -0.12 -0.07
C 3.388716 0.597736 3.133410 -0.52 0.20 0.70
C -4.360599 2.517163 -1.278569 -0.22 -0.07 0.06
H 4.356441 -1.509517 -4.706255 -0.02 -0.04 -0.01
```
Forces are in eV/Å.